No. 1
An isolated molecule of C10H14Si at a distorted geometry, computed with ωB97M-V/def2-TZVPD.

```
25
Properties=species:S:1:pos:R:3:forces:R:3
C 0.076 -3.255 -0.945 0.170 1.414 1.044
C -0.069 -2.222 -0.110 -1.140 1.013 0.245
Si 0.605 -0.431 -0.640 0.621 -1.049 1.631
C 0.222 -0.208 -2.435 0.329 -1.045 0.497
C 0.471 0.945 -2.997 -0.699 -0.170 -3.587
C 1.687 0.567 0.347 -1.501 0.501 -2.160
C 1.871 0.426 1.817 -1.337 1.028 0.749
C 0.499 0.672 2.644 3.803 -1.327 0.555
C -0.427 1.240 2.015 -0.952 0.210 0.465
C -1.336 1.766 1.308 -2.416 0.118 -2.334
C -2.356 0.892 0.525 -1.278 -0.288 2.200
H -0.254 -4.236 -0.683 -0.309 -0.528 -0.283
H 0.584 -3.016 -1.840 0.691 -0.681 -1.058
H -0.812 -2.393 0.724 1.367 0.441 -0.404
H -0.061 -1.099 -2.980 -0.406 0.155 -0.231
H 0.395 1.315 -4.057 -0.317 -1.277 0.763
H 0.877 1.702 -2.479 1.233 2.679 2.414
H 1.829 1.637 -0.046 0.014 -1.729 0.398
H 2.532 1.268 2.075 0.051 -0.624 0.526
H 2.290 -0.524 2.098 0.280 -0.309 0.220
H 0.445 0.462 3.707 0.202 0.044 -0.054
H -1.221 2.819 1.053 -0.559 -0.048 0.180
H -2.241 -0.182 0.600 0.620 -0.459 1.302
H -2.131 0.884 -0.487 -0.243 1.254 -2.411
H -3.477 0.975 0.786 1.773 0.677 -0.669
```
Positions in Å, forces in eV/Å.

gap between HOMO and LUMO: 7.757 eV
highest occupied orbital energy: -0.278 Eh
2S+1: 1
SMILES: C=C[Si](C=C)=CCC=C=CC
total charge: 0


No. 2
A structure of composition C13H14MgO7S4 at a distorted geometry, computed with ωB97M-V/def2-TZVPD.

```
39
Properties=species:S:1:pos:R:3:forces:R:3
Mg 0.158 -0.964 -0.286 -1.026 0.353 -1.099
O 3.806 -2.061 0.789 0.429 -0.287 0.150
C 2.794 -1.397 0.598 0.752 0.516 0.627
O 1.914 -1.591 -0.276 0.497 -0.486 -0.567
C 2.607 -0.113 1.457 0.384 -0.386 -0.354
C 2.165 1.052 0.555 1.430 0.476 -0.068
C 2.431 2.377 1.302 0.026 -0.029 -0.247
C 1.300 2.343 2.346 -0.247 -0.028 -0.022
C 0.595 1.022 1.967 -0.238 0.321 1.382
O 0.760 0.973 0.570 -0.571 -0.075 -0.665
C 1.438 -0.158 2.468 -0.363 -0.374 0.333
C 0.555 -1.443 2.472 0.504 0.473 0.949
O 0.596 -2.140 3.483 0.082 -0.281 0.382
O -0.205 -1.592 1.486 -0.632 -0.354 -0.006
H 3.560 0.089 1.961 -0.227 -0.033 -0.163
H 2.529 1.006 -0.471 -0.080 -0.029 0.073
H 3.426 2.397 1.745 -0.004 0.024 -0.056
H 2.321 3.229 0.628 0.052 -0.031 0.010
H 1.663 2.325 3.373 -0.057 0.008 0.002
H 0.623 3.191 2.222 0.000 0.006 0.054
H -0.460 0.962 2.231 0.054 0.009 -0.111
H 1.790 -0.022 3.497 -0.098 0.045 -0.247
O -1.325 -2.611 -6.933 -0.045 -0.171 -0.343
C -1.142 -2.301 -5.774 0.036 0.217 0.394
S -0.320 -0.839 -5.259 0.016 0.002 0.149
C -0.470 -1.036 -3.493 -0.355 -0.644 -0.724
C -1.114 -2.157 -3.090 0.088 0.281 -0.875
S -1.454 -2.672 -1.482 -0.015 -0.337 0.674
S -1.671 -3.238 -4.389 -0.040 0.002 0.137
S 0.202 0.224 -2.560 0.443 0.664 0.265
C -4.005 0.811 -0.548 0.337 -0.024 0.133
C -2.815 0.722 0.408 -0.334 0.271 0.229
O -1.759 0.008 -0.154 -0.262 0.128 0.104
H -4.789 1.448 -0.140 -0.108 0.039 0.087
H -4.407 -0.184 -0.726 -0.089 -0.086 -0.049
H -3.675 1.219 -1.501 0.033 0.028 -0.098
H -3.141 0.273 1.365 0.112 0.105 -0.135
H -2.429 1.727 0.617 -0.073 -0.105 0.043
H -2.049 -0.879 -0.456 -0.412 -0.207 -0.348
```
Positions in Å, forces in eV/Å.

gap between HOMO and LUMO: 5.353 eV
highest occupied orbital energy: -0.025 Eh
2S+1: 1
total charge: -2


No. 3
An isolated molecule of C3H6O2S at a distorted geometry, computed with ωB97M-V/def2-TZVPD.

```
12
Properties=species:S:1:pos:R:3:forces:R:3
C 0.749 0.000 0.370 -0.967 -0.304 -1.647
C 0.064 -1.283 0.041 -1.151 0.078 3.410
C 0.034 1.273 -0.040 -1.342 -0.940 3.054
O 3.219 1.203 0.098 -1.213 1.024 0.385
O 3.184 -1.217 0.148 -1.960 0.584 -0.087
S 2.429 0.019 -0.192 3.682 -1.872 -0.854
H -0.682 -1.067 -0.680 -0.443 -0.270 -1.188
H 0.621 -2.175 -0.028 1.185 -0.641 -1.046
H -0.551 -1.626 0.932 0.239 0.764 -0.519
H -0.769 1.325 0.873 1.807 0.793 -2.057
H -0.616 1.271 -0.964 1.197 -0.233 0.704
H 0.868 1.977 0.010 -1.034 1.016 -0.157
```
Positions in Å, forces in eV/Å.

gap between HOMO and LUMO (alpha / beta): 9.110 / 8.499 eV
highest occupied orbital energy (alpha / beta): -0.305 / -0.408 Eh
2S+1: 3
total charge: 0


No. 4
A cluster of 12 separate species, C48H96O24S12 in total at a distorted geometry, computed with ωB97M-V/def2-TZVPD.

```
180
Properties=species:S:1:pos:R:3:forces:R:3
O 2.889 5.483 3.174 -0.733 1.267 -0.057
S 3.617 4.261 3.070 -0.505 -0.501 -0.314
O 3.817 3.500 4.259 0.196 -0.745 1.110
C 2.911 3.233 1.784 0.644 -0.078 -0.240
C 4.123 2.889 0.878 -0.724 0.003 0.248
C 4.970 4.160 0.879 -0.082 -0.642 -1.999
C 5.179 4.522 2.293 0.254 -0.508 0.638
H 2.175 3.858 1.279 0.157 0.070 -0.227
H 2.360 2.398 2.189 0.156 -0.204 0.314
H 4.764 2.072 1.223 -0.458 -0.151 0.305
H 3.717 2.596 -0.089 0.281 0.093 -0.160
H 4.439 4.892 0.267 0.261 0.391 0.222
H 5.934 3.929 0.432 0.062 0.270 -0.312
H 5.581 5.502 2.479 0.064 0.292 0.272
H 5.776 3.713 2.722 0.344 0.390 0.211
O 6.484 -1.097 4.567 1.305 -0.421 1.622
S 5.719 -0.737 3.435 -1.546 0.149 -1.486
O 6.342 -0.181 2.261 0.336 0.123 -0.021
C 4.725 -2.155 2.972 -0.521 1.033 -0.906
C 3.485 -2.114 3.855 0.276 0.018 1.168
C 3.211 -0.650 4.350 0.716 0.147 0.829
C 4.366 0.289 3.957 -0.477 -0.155 -0.965
H 5.387 -3.009 2.986 -0.132 -0.351 0.210
H 4.416 -1.931 1.943 0.228 -0.178 0.054
H 2.619 -2.539 3.370 -0.175 -0.001 -0.331
H 3.648 -2.715 4.758 0.027 -0.012 -0.211
H 3.188 -0.646 5.443 -0.237 -0.221 -0.082
H 2.274 -0.213 4.019 -0.063 -0.196 -0.283
H 4.753 0.965 4.708 -0.160 0.076 0.265
H 4.052 0.856 3.080 0.249 0.109 0.004
O -2.120 4.808 -0.896 -0.226 -0.260 0.133
S -2.977 3.651 -1.045 -0.146 0.665 -1.287
O -3.070 2.681 0.002 0.245 -0.703 1.173
C -4.668 4.153 -1.458 0.305 -0.463 0.648
C -4.721 3.992 -2.952 -0.100 0.149 -0.022
C -4.020 2.664 -3.239 -0.120 0.341 -1.877
C -2.659 2.806 -2.608 0.418 0.220 0.621
H -4.855 5.115 -0.999 -0.079 0.250 -0.150
H -5.269 3.377 -0.978 -0.157 0.190 0.069
H -5.731 4.043 -3.352 -0.071 -0.020 0.031
H -4.123 4.779 -3.422 -0.162 0.040 -0.067
H -3.913 2.623 -4.331 0.290 -0.249 0.203
H -4.594 1.765 -3.017 0.045 0.069 0.607
H -2.012 3.482 -3.164 0.003 -0.061 -0.183
H -2.088 1.911 -2.382 -0.108 -0.208 -0.059
O 1.854 2.409 -4.662 0.090 -0.787 -0.804
S 1.591 3.604 -3.951 0.142 -0.009 1.604
O 0.299 3.887 -3.383 -0.774 0.167 -0.478
C 2.687 3.765 -2.542 0.710 -0.718 -0.305
C 3.549 4.936 -2.862 0.215 1.549 0.361
C 2.771 5.886 -3.781 -0.298 0.923 0.617
C 2.155 5.046 -4.839 0.043 -0.936 -0.642
H 3.353 2.913 -2.461 -0.482 -0.533 0.034
H 2.082 3.862 -1.655 -0.243 0.072 0.147
H 3.792 5.471 -1.941 0.349 -0.017 -0.103
H 4.469 4.612 -3.347 0.097 0.064 -0.032
H 3.402 6.666 -4.198 0.060 0.062 -0.004
H 1.956 6.372 -3.231 0.257 0.040 0.171
H 2.928 4.721 -5.533 -0.201 -0.180 -0.269
H 1.268 5.398 -5.350 0.037 0.394 -0.157
O 1.912 -2.230 -3.279 0.349 0.237 -0.356
S 2.831 -1.625 -4.230 0.578 -1.103 1.317
O 2.404 -0.528 -5.013 -0.601 0.874 -1.058
C 4.376 -1.143 -3.441 0.721 0.628 -0.401
C 5.472 -2.122 -3.903 -0.219 -0.115 0.256
C 5.068 -2.540 -5.348 -0.322 -0.648 1.317
C 3.579 -2.931 -5.211 0.387 0.540 0.443
H 4.257 -0.946 -2.381 -0.086 -0.438 0.181
H 4.622 -0.173 -3.891 -0.316 -0.082 0.006
H 6.446 -1.629 -3.881 -0.080 0.029 -0.081
H 5.561 -2.975 -3.215 -0.227 0.029 -0.342
H 5.593 -3.452 -5.641 0.266 0.405 -0.260
H 5.280 -1.689 -5.993 -0.267 -0.224 -0.392
H 3.503 -3.768 -4.510 -0.008 -0.227 -0.444
H 3.021 -3.093 -6.124 -0.088 -0.023 -0.096
O -2.093 1.329 -5.623 0.060 0.671 -0.151
S -1.084 0.374 -6.012 -2.413 -1.334 1.234
O 0.233 0.727 -6.297 2.501 1.236 -1.246
C -1.032 -0.900 -4.781 -0.323 -0.692 -0.188
C -0.835 -2.183 -5.559 -0.495 -0.888 0.025
C -1.650 -2.093 -6.888 0.721 -1.359 -0.337
C -1.792 -0.662 -7.306 -1.418 1.291 -0.178
H -2.007 -0.947 -4.304 -0.049 0.311 0.270
H -0.219 -0.768 -4.078 0.045 0.475 0.117
H 0.219 -2.421 -5.683 0.043 0.269 -0.397
H -1.221 -3.005 -4.951 0.080 -0.024 -0.119
H -2.629 -2.571 -6.792 0.002 0.280 0.366
H -1.190 -2.696 -7.684 0.227 0.225 0.260
H -2.845 -0.355 -7.286 0.107 -0.131 0.126
H -1.487 -0.337 -8.299 0.698 -0.257 0.136
O -3.534 -2.146 -0.124 0.755 -0.026 0.226
S -4.278 -1.324 -1.040 -1.454 -0.677 0.118
O -3.766 -1.019 -2.355 0.263 0.042 0.136
C -5.912 -2.080 -1.166 0.474 1.010 0.626
C -6.841 -0.887 -1.292 -0.325 -0.343 -0.162
C -6.405 0.040 -0.169 -0.204 0.756 0.211
C -4.883 0.165 -0.257 0.357 0.581 -0.642
H -6.050 -2.411 -0.133 -0.013 -0.761 -0.287
H -5.899 -2.848 -1.916 -0.168 -0.330 -0.220
H -6.742 -0.372 -2.250 -0.028 -0.149 -0.067
H -7.877 -1.198 -1.154 -0.005 0.075 -0.155
H -6.743 -0.294 0.816 0.207 -0.319 -0.124
H -6.900 1.006 -0.306 0.300 0.092 0.048
H -4.322 0.398 0.639 -0.086 -0.180 0.271
H -4.582 0.907 -0.995 -0.199 0.227 0.141
O -1.007 -2.708 6.703 -0.080 -0.216 -0.121
S -1.904 -1.577 6.678 0.143 0.284 0.017
O -3.173 -1.631 7.350 -0.210 -0.207 0.175
C -0.970 -0.123 7.214 -0.569 -1.246 0.337
C -1.107 0.855 6.113 1.093 1.195 -0.602
C -1.091 0.062 4.826 0.002 -1.010 -0.222
C -2.165 -1.002 4.995 -0.343 0.375 0.437
H 0.037 -0.511 7.275 0.301 0.140 0.399
H -1.398 0.203 8.147 0.170 -0.028 0.446
H -1.986 1.482 6.218 -0.168 0.061 -0.134
H -0.208 1.480 6.140 -0.326 0.345 -0.076
H -0.150 -0.509 4.771 0.100 0.490 -0.241
H -1.243 0.649 3.931 0.094 0.208 -0.134
H -2.140 -1.832 4.299 -0.040 -0.106 -0.061
H -3.145 -0.528 5.061 -0.122 -0.183 -0.340
O -0.525 -5.107 -3.428 0.504 0.682 -1.246
S -0.836 -5.495 -2.095 -1.819 -1.022 -1.038
O 0.166 -5.557 -1.107 1.673 0.160 1.574
C -2.235 -4.600 -1.513 0.141 0.883 1.467
C -3.470 -5.410 -1.783 -1.365 0.015 -0.679
C -3.073 -6.876 -1.673 -0.816 -0.782 1.167
C -1.693 -7.061 -2.201 0.570 -0.880 -0.577
H -2.198 -3.556 -1.812 -0.109 -0.102 -0.485
H -2.085 -4.559 -0.425 -0.037 -0.093 -0.136
H -4.272 -5.163 -1.080 0.294 -0.026 0.176
H -3.957 -5.227 -2.754 0.622 0.126 -0.051
H -3.757 -7.575 -2.157 -0.125 0.327 -0.235
H -3.100 -7.211 -0.632 0.055 0.355 0.164
H -1.753 -7.379 -3.239 0.353 0.329 -0.225
H -1.132 -7.825 -1.671 0.144 0.074 0.163
O -2.273 3.466 3.722 -0.373 -0.389 -0.270
S -0.998 3.995 3.310 -0.457 0.636 0.380
O 0.030 3.094 2.865 0.423 -0.556 -0.040
C -1.156 5.331 2.155 0.391 -0.817 -0.660
C -1.399 6.506 3.022 -1.459 1.712 0.270
C -0.379 6.444 4.129 1.059 0.638 0.003
C -0.459 5.049 4.645 0.735 -1.397 1.048
H -1.877 5.096 1.382 -0.143 -0.005 -0.008
H -0.159 5.398 1.708 -0.111 0.027 -0.131
H -1.420 7.437 2.443 0.407 -0.114 0.099
H -2.398 6.490 3.492 0.130 -0.333 -0.262
H -0.539 7.136 4.949 -0.223 0.266 -0.050
H 0.635 6.627 3.760 -0.131 0.029 -0.136
H -1.181 4.934 5.449 -0.236 -0.044 -0.082
H 0.480 4.620 5.001 0.116 0.239 -0.037
O 1.548 1.047 -1.291 0.650 0.663 -0.926
S 1.301 0.275 -0.124 -1.802 -1.109 1.993
O 2.213 0.267 0.995 0.947 0.196 0.192
C -0.318 0.639 0.597 0.509 0.712 -0.652
C -0.688 -0.635 1.303 0.787 -0.221 -0.159
C -0.390 -1.755 0.311 -0.831 -0.073 -0.201
C 0.867 -1.408 -0.476 -0.234 -0.222 -1.950
H -0.959 0.898 -0.248 -0.210 0.039 0.139
H -0.176 1.481 1.269 -0.141 0.201 -0.088
H 0.029 -0.701 2.131 -0.587 -0.177 0.376
H -1.735 -0.665 1.579 -0.036 0.057 0.456
H -1.215 -1.753 -0.406 0.062 0.066 0.019
H -0.488 -2.741 0.752 0.682 -0.197 0.227
H 0.543 -1.331 -1.519 0.257 -0.065 -0.006
H 1.723 -2.072 -0.561 0.085 -0.044 0.671
O -1.660 -6.996 2.781 -1.340 -0.819 -2.200
S -0.934 -6.635 3.932 0.599 0.993 1.220
O -1.070 -7.396 5.124 -0.094 -0.725 1.082
C 0.763 -6.476 3.483 0.517 -0.493 0.501
C 0.904 -5.056 3.030 0.244 -0.242 -0.953
C 0.128 -4.217 3.994 -1.032 0.593 0.485
C -1.239 -4.904 4.222 0.320 0.539 -0.421
H 0.971 -7.238 2.744 0.107 -0.096 -0.186
H 1.363 -6.645 4.377 -0.040 -0.159 0.075
H 1.950 -4.791 2.970 0.241 0.225 -0.069
H 0.472 -4.976 2.035 0.028 0.144 -0.284
H -0.081 -3.233 3.570 0.316 0.173 0.261
H 0.646 -4.123 4.947 0.023 0.171 0.039
H -1.947 -4.604 3.445 0.029 -0.074 0.048
H -1.673 -4.702 5.191 0.062 -0.164 0.283
```
Positions in Å, forces in eV/Å.

gap between HOMO and LUMO: 9.799 eV
highest occupied orbital energy: -0.358 Eh
2S+1: 1
SMILES: O=S1(=O)CCCC1.O=S1(=O)CCCC1.O=S1(=O)CCCC1.O=S1(=O)CCCC1.O=S1(=O)CCCC1.O=S1(=O)CCCC1.O=S1(=O)CCCC1.O=S1(=O)CCCC1.O=S1(=O)CCCC1.O=S1(=O)CCCC1.O=S1(=O)CCCC1.O=S1(=O)CCCC1
total charge: 0


No. 5
A structure of composition C12H6Cl2F3NO2Pr at a distorted geometry, computed with ωB97M-V/def2-TZVPD.

```
27
Properties=species:S:1:pos:R:3:forces:R:3
C -4.489 2.010 0.824 0.229 0.030 -0.375
C -3.362 1.333 0.177 0.207 -0.659 0.438
Cl -3.266 1.508 -1.475 0.154 0.174 -0.704
C -2.365 0.603 0.875 -0.148 -0.113 -1.007
Cl -2.519 0.543 2.530 0.011 0.113 0.988
C -1.208 -0.068 0.308 -1.360 1.345 0.849
C -1.236 -0.773 -0.893 -0.095 -0.484 -1.717
C -0.139 -1.422 -1.433 0.996 -0.612 0.887
C 1.096 -1.351 -0.680 -0.202 -0.679 0.107
C 1.072 -0.657 0.577 1.706 -1.281 -1.243
C -0.022 -0.033 1.060 0.586 0.130 0.866
C 2.471 -0.840 1.156 -0.995 0.480 -0.238
O 2.762 -0.756 2.278 0.525 0.228 1.243
N 3.354 -1.205 0.061 -0.274 1.345 -0.649
C 4.220 -0.125 -0.359 2.730 -1.779 2.065
F 5.380 -0.572 -0.783 -1.488 0.795 -0.246
F 3.636 0.656 -1.479 -0.298 -0.309 -0.076
F 4.386 0.782 0.593 -0.494 -0.711 -1.031
C 2.522 -1.901 -0.931 -0.714 0.785 1.032
O 2.898 -2.677 -1.718 0.193 -0.336 -1.080
H -4.102 2.988 1.142 -0.106 0.099 0.303
H -5.247 2.214 0.077 -0.289 0.016 0.082
H -4.863 1.452 1.673 -0.137 0.082 0.212
H -2.165 -0.844 -1.435 -0.153 -0.075 -0.083
H -0.169 -1.990 -2.353 -0.311 -0.217 -0.120
H 0.025 0.454 2.023 -0.032 0.099 0.131
Pr 1.331 0.670 -1.813 -0.241 1.532 -0.635
```
Positions in Å, forces in eV/Å.

gap between HOMO and LUMO (alpha / beta): 6.139 / 5.079 eV
highest occupied orbital energy (alpha / beta): -0.730 / -0.698 Eh
2S+1: 3
total charge: +3


No. 6
A structure of composition C5H3EuO3 at a distorted geometry, computed with ωB97M-V/def2-TZVPD.

```
12
Properties=species:S:1:pos:R:3:forces:R:3
C 0.022 -0.442 -0.124 -2.375 0.145 2.552
C 0.942 -0.796 -0.947 4.963 -1.476 -4.484
O 1.764 -0.972 -1.768 -2.686 0.595 2.670
C -0.903 -0.794 0.948 0.563 0.655 -1.401
C -1.982 0.233 1.008 -2.015 0.536 0.724
O -3.020 0.016 1.635 0.500 0.332 -0.457
C -3.833 1.657 5.383 0.225 0.124 0.506
O -4.576 1.514 4.531 -0.132 -0.073 -0.303
Eu -5.370 0.874 2.245 -0.120 -0.156 -0.044
H -1.329 -1.805 0.870 0.350 -0.225 0.152
H -0.352 -0.737 1.912 0.321 -0.252 0.020
H -1.890 1.186 0.460 0.406 -0.205 0.065
```
Positions in Å, forces in eV/Å.

gap between HOMO and LUMO (alpha / beta): 6.806 / 6.870 eV
highest occupied orbital energy (alpha / beta): -0.826 / -0.829 Eh
2S+1: 8
total charge: +3